# 1
The following is a DFT calculation (wB97M-V/def2-TZVPD) of a cluster of 2 separate species, C7H6INO in total.

CARTESIAN COORDINATES (ANGSTROEM)
C1 -1.3788 1.7345 0.0229
C2 -2.4385 0.9107 0.2328
C3 -0.1075 1.2243 -0.2859
C4 -2.1461 -0.4370 0.4942
C5 0.0750 -0.1493 -0.1271
C6 1.8340 -2.0270 -0.2564
C7 1.2930 -0.8504 -0.1960
N1 -0.9462 -0.9634 0.3790
O1 2.6469 0.6309 -0.0347
I1 4.4516 0.1365 -0.0081
H1 -1.6347 2.7474 -0.0777
H2 -3.3496 1.4160 0.3257
H3 0.8364 1.6615 -0.4953
H4 -3.0298 -0.9968 0.7264
H5 2.7749 -2.2287 0.0461
H6 1.1195 -2.8092 -0.7460

HOMO (alpha / beta)	-6.2 / -8.9	eV
2S+1	3
orbital gap (alpha / beta)	5.608 / 6.153	eV
charge	0
LUMO level (alpha / beta)	-0.56 / -2.77	eV

# 2
The following is a DFT calculation (wB97M-V/def2-TZVPD) of an isolated molecule of C7H6N2O2.

CARTESIAN COORDINATES (ANGSTROEM)
O1 3.2892 -0.5792 0.2132
C1 2.1622 -0.2890 0.0883
C2 1.5436 1.0555 0.3722
O2 0.5139 1.6148 -0.4712
C3 -0.4858 0.7217 -0.2863
C4 -1.6561 1.2693 0.0099
C5 -2.8237 0.3599 0.2359
C6 -2.5206 -1.0549 0.0976
N1 -1.2471 -1.4893 -0.0691
C7 -0.2821 -0.6609 -0.1607
N2 1.0328 -1.1647 -0.3133
H1 2.2706 1.8329 0.3107
H2 1.1029 0.9460 1.3427
H3 -1.8386 2.3657 0.1339
H4 -3.8386 0.6534 0.5755
H5 -3.3629 -1.7319 0.4760
H6 1.1169 -2.1823 -0.2403

HOMO	-8.9	eV
SMILES	O=C1COc2cccnc2N1
orbital gap	9.593	eV
charge	0
LUMO level	0.73	eV

# 3
The following is a DFT calculation (wB97M-V/def2-TZVPD) of a cluster of 2 separate species, C7H6N2S in total.

CARTESIAN COORDINATES (ANGSTROEM)
N1 3.1982 2.1354 0.0311
C1 2.1618 1.4535 0.0878
C2 0.9552 1.0536 -0.1157
C3 -0.2743 0.5514 -0.0709
C4 -1.1107 0.1906 -1.2900
C5 -2.3989 -0.2641 -0.6569
C6 -2.3885 -0.6242 0.6151
S1 -1.1274 0.1348 1.4309
H1 3.8985 2.2204 0.6922
H2 -1.3660 0.8284 -2.1430
H3 -0.5468 -0.6496 -1.7684
H4 -3.0693 -0.7955 -1.3778
H5 -3.1405 -0.9276 1.3239
C7 1.7199 -1.8781 1.1331
N2 1.9412 -2.0780 0.0535
H6 1.5476 -1.3511 2.0551

HOMO	-8.1	eV
SMILES	N=C=C=C1CC=CS1.C#N
orbital gap	7.884	eV
charge	0
LUMO level	-0.23	eV

# 4
The following is a DFT calculation (wB97M-V/def2-TZVPD) of an isolated molecule of C7H6N2S2.

CARTESIAN COORDINATES (ANGSTROEM)
C1 -2.3721 -0.9509 -0.2009
C2 -0.3122 0.0482 -0.1772
C3 -1.6733 0.2223 -0.1042
C4 0.1460 -1.2037 -0.1820
C5 2.6201 -1.2326 0.1149
C6 2.7693 1.2908 -0.0681
C7 -2.2544 1.5880 0.1402
N1 1.4378 -1.7025 0.0139
N2 3.1219 0.0472 0.1172
S1 0.8855 1.4762 -0.3111
S2 -1.2760 -2.3065 -0.1856
H1 -3.4536 -1.0553 -0.3664
H2 3.4412 -1.9550 0.0674
H3 -1.4908 2.2250 0.5678
H4 -2.8033 2.1517 -0.6058
H5 -2.9416 1.3550 1.0339
H6 4.1553 0.0022 0.1461

HOMO	-8.2	eV
orbital gap	7.378	eV
charge	0
LUMO level	-0.80	eV

# 5
The following is a DFT calculation (wB97M-V/def2-TZVPD) of the ion C7H6NO5P with charge -2.

CARTESIAN COORDINATES (ANGSTROEM)
O1 0.1969 3.4798 -1.5457
N1 -0.2951 2.4452 -1.0839
O2 -1.3888 2.0655 -1.5306
C1 0.4508 1.7271 -0.2034
C2 0.2251 -0.1426 -0.3526
C3 -1.0395 -0.5852 -0.1819
C4 -1.2860 -1.9173 -0.0831
C5 -0.2986 -2.8402 -0.4170
C6 1.0288 -2.3847 -0.6050
C7 1.2888 -1.0232 -0.5022
P1 0.0407 1.7329 1.8385
O3 0.8814 0.4919 2.2367
O4 0.5345 3.0907 2.1399
O5 -1.4699 1.5056 1.7893
H1 1.5678 1.8840 -0.0894
H2 -1.7905 0.0715 0.0294
H3 -2.2262 -2.1835 0.2037
H4 -0.4056 -3.8310 -0.4274
H5 1.7661 -3.0524 -0.7264
H6 2.2192 -0.5341 -0.4889

HOMO	-0.5	eV
SMILES	O=[N+]([O-])[C@H](c1ccccc1)P(=O)([O-])[O-]
orbital gap	6.313	eV
charge	-2
LUMO level	5.79	eV

# 6
The following is a DFT calculation (wB97M-V/def2-TZVPD) of a structure of composition C7H6O.

CARTESIAN COORDINATES (ANGSTROEM)
C1 -1.4008 -0.9460 0.8453
C2 -0.2630 -0.7360 0.0504
C3 -0.9230 -0.3047 -1.2664
C4 -0.9805 0.7703 -0.3707
C5 -2.1451 -0.1655 -0.1128
C6 0.8650 0.2163 0.4886
C7 2.0145 0.3657 -0.5095
O1 0.0314 1.3874 0.3099
H1 -1.7640 -1.4369 1.8114
H2 -3.1485 -0.1484 -0.4253
H3 1.0459 0.1215 1.5579
H4 1.6970 1.1635 -1.0786
H5 2.0126 -0.6074 -1.1411
H6 2.9584 0.3202 -0.1591

HOMO	-8.9	eV
orbital gap	9.352	eV
charge	0
LUMO level	0.48	eV

# 7
The following is a DFT calculation (wB97M-V/def2-TZVPD) of an isolated molecule of C7H6O.

CARTESIAN COORDINATES (ANGSTROEM)
O1 1.5057 0.0632 2.0778
C1 0.9671 0.0199 1.0293
C2 0.9585 -0.7492 -0.3892
C3 0.3336 0.3942 -1.2712
C4 -0.3166 1.3671 -0.6143
C5 -0.3098 0.8483 0.6945
C6 -1.0491 -0.3725 0.7293
C7 -0.3462 -1.4707 0.1005
H1 1.6568 -1.3393 -0.9840
H2 0.4795 0.4408 -2.3245
H3 -0.7409 2.1459 -1.2594
H4 -0.4423 1.6178 1.4246
H5 -2.0003 -0.4098 1.1431
H6 -0.6960 -2.5556 -0.3566

HOMO	-8.8	eV
SMILES	O=C1[C@H]2C=C[C@@H]1C=C2
orbital gap	9.537	eV
charge	0
LUMO level	0.74	eV

# 8
The following is a DFT calculation (wB97M-V/def2-TZVPD) of an isolated molecule of C7H6O3.

CARTESIAN COORDINATES (ANGSTROEM)
O1 -2.9777 0.6765 -0.3408
C1 -1.9739 1.0803 0.2097
C2 -0.7522 0.2569 -0.0521
C3 -0.6711 -1.0977 -0.0299
O2 -1.7769 -1.7625 0.0180
C4 0.5369 -1.8012 -0.0676
C5 1.7911 -1.0936 -0.0080
C6 1.7589 0.3322 -0.0549
C7 0.5619 1.0369 -0.1191
O3 0.5188 2.3578 -0.0523
H1 -1.8805 1.8104 1.2595
H2 -2.3216 -1.2336 -0.2378
H3 0.5015 -2.8715 0.1343
H4 2.5957 -1.6078 -0.1992
H5 2.6590 0.9035 -0.2091
H6 1.4303 3.0134 -0.2505

HOMO	-8.5	eV
SMILES	O=Cc1c(O)cccc1O
orbital gap	8.647	eV
charge	0
LUMO level	0.10	eV

Energy relative to the best compared isomer or geometry (same formula, charge and spin), record by record: 260.7; 185.8; 346.9; 164.3; 402.9; 712.5; 291.8; 350.1 kJ/mol
Max |F|, record by record: 5.22; 6.22; 4.71; 3.89; 6.77; 5.40; 6.07; 15.26 eV/Å